Record 1
79
Properties=species:S:1:pos:R:3:forces:R:3:lowdin_charge:R:1 method="wB97M-V/def2-TZVPD" s2=0.801 orbital_gap_ev="5.3171 / 5.5355" total_energy_ha=-6027.9559 lumo_energy_ev="-1.15 / -1.09" spin_multiplicity=2
V 0.203359 -0.166694 -1.081367 1.0 -0.6 -0.4 0.67
C 2.966926 1.397587 1.807360 -0.1 0.3 0.1 -0.12
C 2.413228 0.607466 0.842802 -0.3 0.0 -0.2 -0.14
N 1.122776 0.756284 0.446434 0.3 0.5 0.9 -0.02
C 0.401372 1.695034 1.114472 0.0 -0.3 -0.2 -0.19
C 1.018763 2.512076 2.071756 0.0 0.1 0.1 -0.06
N 2.276057 2.389600 2.421227 0.1 -0.2 -0.1 0.10
C -0.989039 1.684523 0.763676 0.0 -0.4 -0.1 -0.20
C -2.024507 2.348253 1.401946 0.0 0.2 0.0 0.06
C -3.339603 2.095953 1.048910 -0.2 -0.1 -0.1 -0.14
C -3.584518 1.097894 0.085974 -0.3 0.4 0.2 0.06
C -2.538590 0.452100 -0.507293 0.4 -0.4 -0.1 -0.20
N -1.238449 0.772064 -0.224561 -0.3 0.5 0.2 -0.01
C -2.617292 -0.777808 -1.292152 0.2 0.3 0.2 -0.19
C -3.775503 -1.380796 -1.776736 -0.2 -0.1 0.0 -0.06
N -3.777435 -2.584651 -2.317932 0.0 0.1 0.1 0.10
C -2.597333 -3.215808 -2.372107 -0.1 0.0 0.0 -0.09
C -1.429883 -2.618278 -1.965480 0.1 0.2 0.2 -0.11
N -1.421738 -1.379417 -1.445564 -0.8 -0.6 0.0 -0.01
C -4.465376 2.794653 1.713728 0.2 -0.1 -0.1 -0.18
C -5.591811 3.178307 0.997880 -0.1 0.0 -0.1 -0.02
C -6.621037 3.835596 1.653225 0.0 0.0 0.2 -0.14
N -6.604339 4.128310 2.955294 0.2 -0.1 -0.1 0.06
C -5.520786 3.750643 3.637846 -0.1 0.1 -0.1 -0.14
C -4.441185 3.092317 3.070656 0.0 0.0 0.1 -0.02
H 3.995530 1.245181 2.109033 0.0 0.0 0.0 0.12
H 2.976325 -0.187177 0.382049 0.0 0.0 -0.1 0.09
H 0.439687 3.282539 2.570573 0.0 0.0 0.0 0.12
H -1.799445 3.056917 2.189276 0.0 0.0 0.0 0.12
H -4.600264 0.786654 -0.126451 0.0 0.0 0.0 0.12
H -4.726392 -0.863680 -1.708871 0.0 0.0 0.0 0.12
H -2.584482 -4.219158 -2.777160 0.0 0.0 0.0 0.12
H -0.478257 -3.123660 -2.043271 0.1 0.0 0.0 0.10
H -5.661027 2.988600 -0.066952 0.0 0.0 0.0 0.11
H -7.502432 4.146917 1.102734 0.0 0.0 0.0 0.11
H -5.517031 3.983059 4.697236 0.0 0.0 0.0 0.11
H -3.605262 2.790120 3.690078 0.0 0.0 0.0 0.11
C 0.039069 -0.168265 -3.402866 0.1 0.1 -0.1 -0.26
C 1.243937 -0.835997 -3.074959 0.1 0.1 0.0 -0.25
C 2.074425 0.094240 -2.396352 0.0 0.1 -0.1 -0.26
C 1.367451 1.326311 -2.278535 0.2 0.1 -0.3 -0.27
C 0.091333 1.146328 -2.870177 0.1 0.2 -0.5 -0.28
C -0.965356 2.187700 -3.085411 0.0 0.0 0.0 -0.01
C 1.946761 2.628441 -1.819779 0.0 0.0 0.1 -0.01
C 3.528935 -0.140462 -2.113640 0.0 0.0 0.1 -0.02
C 1.688252 -2.205139 -3.496839 -0.1 0.0 0.1 -0.02
C -1.038477 -0.642508 -4.323795 -0.1 -0.1 0.1 -0.01
H -1.964593 1.808086 -2.864482 0.0 0.0 0.0 0.07
H -0.967480 2.522961 -4.125625 0.0 0.0 0.0 0.09
H -0.807193 3.060917 -2.453569 0.0 0.0 0.0 0.08
H 2.522223 2.533567 -0.898052 0.0 0.0 0.0 0.07
H 1.173046 3.376431 -1.649881 0.0 0.0 0.0 0.08
H 2.620784 3.019827 -2.584769 0.0 0.0 0.0 0.10
H 3.708243 -1.073954 -1.573295 0.0 0.0 0.0 0.09
H 3.970698 0.676561 -1.543715 0.0 0.0 0.0 0.08
H 4.071939 -0.212121 -3.059727 0.0 0.0 0.0 0.10
H 1.999525 -2.814242 -2.645290 0.0 0.0 0.0 0.08
H 2.544079 -2.134877 -4.171805 0.0 0.0 0.0 0.09
H 0.903003 -2.744087 -4.025794 0.0 0.0 0.0 0.07
H -0.923715 -0.137346 -5.285329 0.0 0.0 0.0 0.10
H -2.039321 -0.406771 -3.953683 0.0 0.0 0.0 0.08
H -0.989988 -1.714695 -4.505350 0.0 0.0 0.0 0.07
Se -0.559630 -1.819602 1.699038 0.1 -0.2 0.2 0.20
O 3.659002 -6.123006 2.460171 0.1 0.0 -0.1 -0.27
S 4.076743 -4.862474 1.927679 -0.1 -0.1 0.0 0.64
O 5.355685 -4.724624 1.299896 0.0 -0.1 0.0 -0.28
N 2.895599 -4.314989 0.880475 -0.2 0.1 0.0 -0.06
C 2.316399 -3.268575 1.345157 0.3 0.1 -0.1 -0.64
S 1.043398 -2.562499 0.344293 -0.2 0.0 0.1 0.42
C 2.847909 -2.740306 2.652636 -0.1 0.0 -0.3 -0.20
C 2.576930 -1.566564 3.336233 -0.1 0.0 0.1 -0.05
C 3.315956 -1.286964 4.484042 0.0 0.0 -0.1 -0.05
C 4.303266 -2.157111 4.939310 0.0 0.1 0.0 -0.06
C 4.597851 -3.319810 4.238317 -0.1 0.0 0.0 -0.03
C 3.854138 -3.574728 3.104406 0.2 0.1 0.2 -0.23
H 1.799677 -0.896934 2.994903 0.0 -0.1 0.0 0.05
H 3.116509 -0.372538 5.029895 0.0 0.0 0.0 0.11
H 4.856889 -1.920821 5.839673 0.0 0.0 0.0 0.11
H 5.385083 -3.990886 4.558309 0.0 0.0 0.0 0.12



Record 2
88
Properties=species:S:1:pos:R:3:forces:R:3:lowdin_charge:R:1 method="wB97M-V/def2-TZVPD" orbital_gap_ev=8.7858 total_energy_ha=-3132.4691 smiles="N#CO[C@H]1CCCS(=O)(=O)O1.O=[N+]([O-])c1ccccc1.O=[N+]([O-])c1ccccc1.O=[N+]([O-])c1ccccc1.O=[N+]([O-])c1ccccc1.O=[N+]([O-])c1ccccc1" lumo_energy_ev=-0.90
N -3.328021 0.691762 -0.406220 0.1 -2.5 2.2 0.22
C -3.222141 1.530984 -1.145951 -1.0 4.4 -2.4 -0.30
O -3.352713 2.615493 -1.924313 0.9 -2.6 -0.1 0.06
C -2.672836 2.338449 -3.205521 0.5 1.8 -0.3 -0.30
C -1.359453 3.198434 -3.223932 0.4 -0.1 0.4 -0.09
C -0.019431 2.389275 -3.140523 0.2 1.0 -0.8 -0.20
C 0.126179 1.218055 -4.173428 -0.4 0.6 1.3 -0.17
S -1.497055 0.475554 -4.496250 0.5 -5.0 -2.0 0.70
O -2.039356 0.789492 -5.798586 0.0 1.9 1.2 -0.27
O -1.358667 -0.986355 -4.396652 -0.1 2.4 1.3 -0.30
O -2.469931 0.930243 -3.257426 0.8 0.8 -1.2 -0.19
H -3.331627 2.698381 -4.028867 0.1 -0.6 0.8 0.17
H -1.361615 3.892758 -4.096274 -0.1 -0.7 0.4 0.13
H -1.383945 3.854618 -2.321387 -0.1 -0.5 -0.7 0.13
H 0.211668 2.040190 -2.118691 -0.7 0.0 -0.8 0.08
H 0.793290 3.114496 -3.380141 -0.6 -0.5 0.2 0.12
H 0.545760 1.518019 -5.152989 -0.4 -0.2 0.6 0.12
H 0.733658 0.430544 -3.673206 -0.5 0.4 -0.7 0.11
C -3.551495 -3.277874 -5.584315 0.0 0.2 0.0 -0.07
C -3.635885 -4.358387 -6.451518 0.0 0.0 0.2 -0.06
C -3.840326 -5.635121 -5.949040 0.0 -0.1 -0.2 -0.01
C -3.963520 -5.811847 -4.578956 0.1 0.5 -0.2 -0.15
C -3.875986 -4.737620 -3.704492 0.0 0.1 0.2 0.00
C -3.668730 -3.463266 -4.211016 0.0 -0.1 -0.2 -0.06
N -4.204634 -7.157356 -4.044984 0.0 -0.2 0.1 -0.35
O -4.258123 -8.080587 -4.837037 0.0 0.2 0.1 0.07
O -4.341101 -7.273303 -2.840500 0.0 0.0 -0.2 0.07
H -3.396746 -2.281144 -5.980304 0.1 0.0 0.1 0.10
H -3.543753 -4.205552 -7.519498 0.0 0.0 0.0 0.11
H -3.904088 -6.473565 -6.629453 0.0 -0.1 0.2 0.12
H -3.970696 -4.877994 -2.636126 0.0 -0.2 -0.1 0.11
H -3.603082 -2.614435 -3.542511 0.1 -0.1 0.0 0.10
C 4.106429 3.204149 2.524751 0.0 0.0 -0.1 -0.06
C 3.103311 2.249385 2.638569 0.2 0.1 0.0 -0.06
C 2.475891 1.763513 1.502638 -0.2 -0.2 0.1 0.01
C 2.863110 2.238595 0.259448 0.2 0.2 0.4 -0.14
C 3.857605 3.197615 0.132036 0.2 0.2 -0.3 0.00
C 4.480595 3.681158 1.272521 -0.1 -0.1 0.1 -0.06
N 2.212503 1.703463 -0.937135 0.2 -0.1 0.0 -0.33
O 1.330924 0.875456 -0.777518 0.2 0.0 -0.1 0.07
O 2.582495 2.105754 -2.028126 0.1 -0.2 0.3 0.07
H 4.599263 3.578301 3.414450 0.0 0.0 0.0 0.11
H 2.812705 1.881525 3.613786 -0.1 0.0 -0.1 0.10
H 1.696482 1.020075 1.602421 0.0 0.1 -0.1 0.11
H 4.157231 3.572843 -0.838487 -0.1 -0.1 0.0 0.11
H 5.260494 4.427764 1.186986 -0.1 0.0 0.0 0.11
C -4.253936 -1.634817 1.729616 0.0 0.1 -0.1 -0.07
C -4.241876 -2.991634 1.429219 -0.1 0.1 0.2 -0.06
C -4.684963 -3.915358 2.364897 0.0 -0.2 -0.2 0.00
C -5.141514 -3.467353 3.595927 0.2 0.3 -0.3 -0.15
C -5.151243 -2.116224 3.909348 -0.1 0.2 0.2 -0.01
C -4.704201 -1.198785 2.970050 0.0 -0.2 -0.1 -0.06
N -5.633906 -4.438558 4.579712 -0.1 -0.2 0.2 -0.35
O -5.594235 -5.617471 4.281366 0.0 0.2 0.1 0.08
O -6.057409 -4.008443 5.638537 0.1 -0.1 -0.2 0.06
H -3.914352 -0.912505 0.997359 0.0 -0.1 0.1 0.05
H -3.888847 -3.328913 0.462653 0.0 0.0 0.1 0.10
H -4.671981 -4.969694 2.122593 -0.1 0.0 0.2 0.12
H -5.503001 -1.767620 4.871265 0.0 -0.2 0.0 0.11
H -4.709624 -0.140923 3.202557 0.0 -0.1 0.0 0.11
C 10.170437 1.448140 -0.308427 0.0 0.0 0.0 -0.07
C 10.279020 2.802085 -0.017321 -0.1 -0.1 -0.1 -0.07
C 9.389893 3.706397 -0.578525 0.1 0.2 0.1 0.00
C 8.394924 3.241681 -1.425391 0.3 -0.3 0.2 -0.15
C 8.282018 1.893326 -1.728495 -0.1 -0.2 -0.1 0.00
C 9.176186 0.994765 -1.165967 0.1 0.1 0.1 -0.06
N 7.436672 4.192337 -2.001667 -0.2 0.2 -0.1 -0.35
O 7.574282 5.370969 -1.730032 0.0 -0.2 0.0 0.07
O 6.556230 3.746214 -2.714630 0.1 0.1 0.1 0.07
H 10.863156 0.743071 0.135776 0.0 0.0 0.0 0.11
H 11.056137 3.152207 0.650342 0.0 0.0 0.0 0.11
H 9.481181 4.759070 -0.346861 -0.2 0.0 -0.1 0.12
H 7.508567 1.531887 -2.392945 0.0 0.2 0.0 0.12
H 9.096263 -0.060806 -1.392931 0.0 0.1 0.0 0.11
C -2.743056 -0.623409 7.518521 0.0 0.0 0.0 -0.07
C -2.927609 0.747750 7.390450 0.1 -0.1 -0.1 -0.06
C -2.168580 1.468602 6.480869 -0.1 0.2 0.0 0.00
C -1.231806 0.804293 5.703193 -0.3 -0.3 0.3 -0.15
C -1.034250 -0.562769 5.828200 0.1 -0.2 -0.1 0.00
C -1.794953 -1.277059 6.741684 -0.1 0.1 0.0 -0.06
N -0.445119 1.559270 4.721595 0.1 0.2 -0.1 -0.34
O -0.629751 2.759012 4.647955 0.1 -0.2 0.0 0.08
O 0.345878 0.939522 4.031072 -0.1 0.1 0.1 0.06
H -3.341546 -1.185142 8.226009 0.0 0.0 0.0 0.11
H -3.666544 1.254184 7.998537 0.1 0.0 0.0 0.11
H -2.318639 2.535764 6.387041 0.1 -0.1 -0.1 0.12
H -0.300517 -1.079900 5.224595 0.0 0.2 -0.1 0.12
H -1.652026 -2.345103 6.846026 0.0 0.1 0.0 0.11



Record 3
82
Properties=species:S:1:pos:R:3:forces:R:3:lowdin_charge:R:1 method="wB97M-V/def2-TZVPD" charge=-2 orbital_gap_ev=5.5843 total_energy_ha=-3041.6956 lumo_energy_ev=3.83
Ag -0.334882 1.018625 -2.048495 0.2 0.0 -0.2 0.97
C 1.682571 1.004257 -1.690008 0.1 0.1 0.0 -0.23
Si 1.921230 0.657635 0.127106 0.1 0.0 0.0 0.65
C 0.456992 1.231095 1.153969 -0.1 0.1 0.0 -0.23
N -0.861467 0.769457 0.703612 0.0 0.0 0.0 -0.22
C -1.245676 -0.561634 1.180135 0.0 0.0 0.0 -0.20
C -2.301326 -0.523638 2.296112 0.0 0.0 0.0 -0.19
C -2.040256 0.649581 3.238206 0.0 0.0 0.0 -0.20
C -2.118092 1.983650 2.467256 0.0 0.0 0.0 -0.16
C -1.908588 1.754208 0.967600 0.0 -0.1 0.0 -0.20
C 3.441165 1.621552 0.682801 0.0 0.0 0.1 -0.22
C 4.621177 1.008938 1.111396 0.0 0.0 0.0 -0.11
C 5.729381 1.763067 1.477256 0.0 0.0 0.0 -0.12
C 5.670168 3.149398 1.415850 0.0 0.0 0.0 -0.12
C 4.503172 3.773552 0.994937 0.0 0.0 0.0 -0.08
C 3.393409 3.021648 0.631751 0.0 0.0 -0.1 -0.07
C 2.358060 -1.173365 0.393100 0.0 0.0 0.0 -0.24
C 2.186113 -1.784627 1.637228 0.1 0.0 0.0 -0.11
C 2.577792 -3.098071 1.868181 0.0 0.0 0.0 -0.10
C 3.160879 -3.838166 0.849284 0.0 0.0 0.0 -0.11
C 3.348607 -3.252250 -0.394965 0.0 0.0 0.0 -0.10
C 2.951794 -1.939558 -0.613178 0.0 0.0 0.0 -0.10
H 2.122938 0.292192 -2.383173 -0.1 0.0 0.0 0.00
H 1.929170 2.034874 -1.941918 0.0 0.0 0.0 0.00
H 0.495700 2.329982 1.042609 0.0 -0.1 0.0 0.06
H 0.637567 1.023296 2.223177 0.0 0.0 0.0 0.09
H -0.349872 -1.061337 1.556417 0.0 0.0 0.0 0.09
H -1.608061 -1.170579 0.341741 0.0 0.0 0.0 0.10
H -2.294897 -1.478209 2.831821 0.0 0.0 0.0 0.10
H -3.301341 -0.416857 1.863517 0.0 0.0 0.0 0.10
H -1.045212 0.530223 3.678901 0.0 0.0 0.0 0.10
H -2.750374 0.637393 4.069964 0.0 0.0 0.0 0.09
H -1.359513 2.682047 2.825020 0.0 0.0 0.0 0.11
H -3.088072 2.465788 2.621970 0.0 0.0 0.0 0.10
H -1.650493 2.680032 0.458548 0.0 0.1 -0.1 0.10
H -2.832987 1.383303 0.512736 0.0 0.0 0.0 0.10
H 4.679862 -0.073445 1.159654 0.0 0.0 0.0 0.09
H 6.636854 1.269127 1.807333 0.0 0.0 0.0 0.08
H 6.533900 3.742171 1.696888 0.0 0.0 0.0 0.09
H 4.444056 4.853828 0.944349 0.0 0.0 0.0 0.11
H 2.483470 3.537838 0.327985 0.0 0.0 0.0 0.06
H 1.745871 -1.218764 2.452350 0.0 0.0 0.0 0.10
H 2.425047 -3.543922 2.844637 0.0 0.0 0.0 0.09
H 3.454140 -4.867875 1.017848 0.0 0.0 0.0 0.09
H 3.793020 -3.824198 -1.201528 0.0 0.0 0.0 0.10
H 3.097961 -1.507018 -1.596386 0.0 0.0 0.0 0.10
F 0.748306 4.288376 0.683010 -0.2 0.0 0.0 -0.65
Te -0.071684 4.828266 -1.409247 0.1 0.0 -0.1 1.90
F 0.399738 6.858642 -1.434223 0.0 0.0 0.0 -0.66
F -2.420371 4.857100 -1.638117 -0.2 0.0 0.0 -0.67
F 1.830661 4.660420 -1.789427 0.0 0.0 0.1 -0.52
F -0.196022 5.080597 -3.321501 0.0 0.0 0.0 -0.53
O -0.160394 2.922643 -1.705383 -0.3 -0.1 0.2 -0.86
F 2.231365 -7.646555 0.139007 0.0 0.0 0.0 0.12
C 1.385401 -7.589430 -0.916096 0.0 0.0 0.0 -0.58
F 0.329586 -8.367275 -0.574371 0.0 0.0 0.0 0.12
F 2.004729 -8.218847 -1.934495 0.0 0.0 0.0 0.12
C 0.983032 -6.191903 -1.248618 0.0 0.0 0.0 -0.15
C 1.216917 -5.652728 -2.506004 0.0 0.0 0.0 -0.02
C 0.846403 -4.346472 -2.777244 0.0 0.0 0.0 -0.02
C 0.237662 -3.554041 -1.798467 0.0 0.0 0.1 -0.26
C -0.000747 -4.120195 -0.537661 0.0 0.0 0.0 -0.02
C 0.368397 -5.421131 -0.266137 0.0 0.0 0.0 -0.02
C -0.081501 -2.186024 -2.036683 0.0 -0.1 -0.2 -0.16
C -0.266479 -0.997805 -2.213730 0.1 0.0 0.1 -0.12
H 1.697722 -6.249554 -3.269277 0.0 0.0 0.0 0.11
H 1.041344 -3.913121 -3.749004 0.0 0.0 0.0 0.12
H -0.448928 -3.503299 0.230222 0.0 0.0 0.0 0.11
H 0.199062 -5.837958 0.719326 0.0 0.0 0.0 0.12
N -2.541829 1.317877 -2.534381 0.0 -0.1 0.1 0.16
C -3.521237 1.707149 -2.085078 0.0 0.2 -0.1 -0.12
C -4.754114 2.189226 -1.526118 -0.1 -0.1 0.0 -0.22
C -4.868023 3.537846 -1.196414 0.1 0.0 -0.1 0.00
C -6.061524 3.969855 -0.632142 0.0 0.0 0.0 -0.07
C -7.104985 3.083594 -0.404873 0.0 0.0 0.0 -0.10
C -6.973609 1.739708 -0.738918 0.0 0.0 0.0 -0.10
C -5.793013 1.285741 -1.300081 0.0 0.0 0.0 -0.05
H -4.000272 4.192708 -1.393206 0.1 0.1 0.1 0.07
H -6.168088 5.013188 -0.362863 0.0 0.0 0.0 0.10
H -8.027972 3.437209 0.040038 0.0 0.0 0.0 0.09
H -7.786710 1.048330 -0.556522 0.0 0.0 0.0 0.09
H -5.663766 0.242650 -1.558925 0.0 0.0 0.0 0.11